No. 1
C2HOS2 | ωB97M-V with the def2-TZVPD basis set

Cartesian coordinates (Å):
C: 0.707043 0.255355 0.011979
C: -0.597305 -0.268593 0.252578
O: -1.679577 -0.137238 1.378788
S: -0.988190 -1.146872 -1.107228
S: 1.124176 1.812128 -0.279069
H: 1.433851 -0.514780 -0.257047

Cartesian forces (eV/Å) of the 3 atoms listed first:
1.325 0.980 -0.474
-7.608 -0.814 4.863
6.302 -0.047 -5.201

Its structure (SMILES) is [O-]C(=S)C=S. The energy above the lowest of the compared OMol25 structures with the same formula, charge and spin is 2.067 eV. As for the charge: -1. Its orbital gap is 7.14 eV.



No. 2
C54H107F2N5O12 | ωB97M-V with the def2-TZVPD basis set

Cartesian coordinates (Å):
C: -1.178277 -9.470898 4.131882
C: 0.095983 -8.676948 4.452642
C: -0.059467 -7.463408 3.535912
C: 0.926113 -6.310708 3.756462
C: 0.849533 -5.936518 5.257332
C: 1.064963 -7.123878 6.285472
N: 0.307493 -8.240868 5.865652
O: 0.202193 -9.170218 6.935672
C: 2.593773 -7.546828 6.661062
C: 0.603333 -6.502038 7.714322
C: 1.333693 -9.526278 3.975232
H: -2.074587 -8.850758 4.144662
H: -1.364057 -10.229898 4.891832
H: -1.173307 -9.845068 3.108122
H: -0.090857 -7.657068 2.463712
H: -1.053167 -7.030628 3.651402
H: 0.710243 -5.451248 3.121792
H: 1.938133 -6.678268 3.586742
H: -0.110207 -5.438938 5.396702
H: 1.566683 -5.157568 5.516272
H: 3.121863 -6.767498 7.210482
H: 2.548953 -8.385478 7.355862
H: 3.052123 -7.891338 5.734072
H: 0.790783 -6.958988 8.685992
H: 0.987373 -5.497498 7.891782
H: -0.483017 -6.539778 7.794992
H: 1.043813 -10.174148 3.147982
H: 1.628363 -10.237568 4.746792
H: 2.169873 -8.942888 3.589772
H: -0.568357 -8.850378 7.410582
C: -3.187987 4.382652 -10.615218
C: -2.817647 5.737052 -9.903268
C: -1.295357 5.818532 -9.873268
C: -0.717547 7.128812 -9.444328
C: -1.068847 8.208062 -10.455768
C: -2.628597 8.289112 -10.582908
N: -3.253517 6.949222 -10.686378
O: -4.617587 6.975522 -10.823798
C: -3.197937 9.018942 -9.330988
C: -2.918547 8.941302 -11.937508
C: -3.338627 5.791452 -8.426638
H: -2.617927 4.232032 -11.531978
H: -4.199447 4.344362 -11.019668
H: -2.841967 3.491742 -10.091148
H: -1.001827 5.166552 -9.050548
H: -0.925447 5.493822 -10.845808
H: 0.363293 7.113242 -9.304198
H: -1.185107 7.482312 -8.525338
H: -0.734167 7.884962 -11.441508
H: -0.698977 9.178682 -10.125308
H: -2.909147 8.651072 -8.346428
H: -2.939457 10.074642 -9.413478
H: -4.281607 8.908132 -9.369538
H: -3.941217 8.926882 -12.314388
H: -2.512757 9.946552 -12.051048
H: -2.399917 8.368352 -12.706178
H: -3.045107 6.743382 -7.984168
H: -3.165367 4.951402 -7.754038
H: -4.407347 6.002982 -8.461048
H: -4.817527 6.661672 -11.708738
C: -7.089347 -3.316248 -8.956608
C: -7.389187 -3.944088 -7.619548
C: -6.219987 -3.635398 -6.616418
C: -6.283827 -2.240738 -6.106058
C: -7.782487 -1.824528 -5.654058
C: -9.013107 -2.144478 -6.570238
N: -8.765817 -3.340798 -7.273338
O: -9.923657 -3.873708 -7.938018
C: -10.216687 -2.386468 -5.653528
C: -9.232147 -0.961568 -7.618998
C: -7.498637 -5.454208 -7.801868
H: -7.963357 -3.267238 -9.606058
H: -6.298957 -3.817268 -9.515498
H: -6.989187 -2.231108 -8.979638
H: -6.154467 -4.315028 -5.766758
H: -5.230007 -3.661698 -7.071778
H: -5.977047 -1.596678 -6.930178
H: -5.627347 -2.251988 -5.235988
H: -7.697117 -0.744138 -5.537538
H: -7.820257 -2.271828 -4.660778
H: -10.315157 -1.515778 -5.005218
H: -11.151347 -2.500788 -6.202558
H: -10.087037 -3.258778 -5.012928
H: -8.281717 -0.564238 -7.975228
H: -9.823977 -1.174678 -8.509178
H: -9.841637 -0.166178 -7.190078
H: -8.214437 -5.690328 -8.589258
H: -7.925027 -5.876418 -6.891908
H: -6.523047 -5.921628 -7.935448
H: -9.931497 -3.238548 -8.657818
C: 0.664843 2.747952 2.842662
C: 1.739053 2.823872 1.680142
C: 2.781973 1.685722 1.829372
C: 2.510363 0.304582 1.317462
C: 1.861853 0.358032 -0.062738
C: 0.637753 1.383872 -0.132008
N: 1.012843 2.709202 0.352242
O: 0.248753 3.782222 -0.098738
C: 0.363443 1.463282 -1.704288
C: -0.614027 0.821562 0.595272
C: 2.422043 4.147942 1.758442
H: 1.097623 3.134392 3.765412
H: 0.438693 1.692222 2.992252
H: -0.270367 3.238102 2.572012
H: 3.535423 2.132262 1.180512
H: 3.072383 1.510412 2.865252
H: 1.852103 -0.249468 1.986662
H: 3.455193 -0.230588 1.222702
H: 1.327763 -0.592118 -0.070908
H: 2.524473 0.428692 -0.925318
H: -0.191117 0.577172 -2.013088
H: -0.352337 2.263012 -1.894468
H: 1.214033 1.727042 -2.332798
H: -1.101957 -0.064258 0.188682
H: -0.414457 0.431842 1.593472
H: -1.380817 1.579392 0.756042
H: 1.878823 5.092522 1.729822
H: 3.097583 4.241692 0.908182
H: 2.964693 4.213332 2.701492
H: 0.898703 4.363792 -0.499938
C: 0.588523 1.777812 12.848462
C: 1.486763 3.060372 12.811052
C: 2.340883 2.844982 11.499192
C: 3.065813 4.157442 11.128512
C: 2.178013 5.395422 11.003132
C: 1.207213 5.524162 12.192282
N: 0.673283 4.233692 12.581552
O: -0.106497 4.373932 13.678782
C: 2.037303 6.277572 13.268182
C: 0.087383 6.419432 11.736132
C: 2.498873 3.082432 14.043952
H: 1.022373 1.079852 13.564522
H: 0.515973 1.312692 11.865362
H: -0.324927 1.958872 13.414972
H: 2.989763 1.989162 11.685272
H: 1.647703 2.631312 10.685592
H: 3.734543 4.063012 10.272952
H: 3.731963 4.340062 11.971722
H: 1.704153 5.292212 10.026962
H: 2.791893 6.295822 10.980142
H: 2.336063 7.285692 12.980892
H: 1.413883 6.355702 14.158872
H: 3.005813 5.799362 13.414512
H: -0.641557 6.010052 11.036732
H: -0.467677 7.079962 12.402252
H: 0.601923 7.142202 11.102922
H: 2.814583 2.099942 14.394862
H: 1.999233 3.524382 14.906012
H: 3.420863 3.628192 13.843552
H: -0.963217 4.123712 13.325192
C: 11.920053 1.786812 1.011382
C: 11.216883 3.009102 0.774952
O: 11.765823 4.068932 0.640582
C: 9.735243 3.145762 0.750252
H: 11.250853 0.963132 0.762792
H: 12.133923 1.795662 2.080152
H: 12.913123 1.693832 0.571752
H: 9.227823 2.373162 1.327952
H: 9.343403 3.098662 -0.265788
H: 9.399423 4.108862 1.134652
C: 2.080543 -5.041618 -3.408308
C: 1.262513 -4.182458 -4.400128
O: -0.060837 -4.631138 -4.348288
C: -0.208887 -5.583228 -3.428228
O: -1.222647 -6.082188 -2.947138
O: 1.038583 -5.751698 -2.812358
F: 1.716193 -4.239838 -5.558698
H: 2.509053 -4.447118 -2.601428
H: 2.770993 -5.626788 -4.015718
H: 1.181723 -3.152348 -4.053068
C: 9.055043 -6.372338 -0.984838
C: 10.280363 -5.761028 -1.581668
O: 10.340223 -4.646418 -0.714858
C: 9.051823 -4.240268 -0.353818
O: 8.707063 -3.256198 0.320342
O: 8.179793 -5.250018 -0.740178
F: 9.970573 -5.339068 -2.843138
H: 9.268723 -6.684008 0.037572
H: 8.618903 -7.255818 -1.451038
H: 11.078293 -6.500798 -1.646058

Cartesian forces (eV/Å) of the 3 atoms listed first:
-0.600 0.031 1.279
1.365 -0.498 -0.820
-0.010 1.993 -0.262

Its structure (SMILES) is CC1(C)CCCC(C)(C)N1O.CC1(C)CCCC(C)(C)N1O.CC1(C)CCCC(C)(C)N1O.CC1(C)CCCC(C)(C)N1O.CC1(C)CCCC(C)(C)N1O.O=C1OC[C@@H](F)O1.O=C1OC[C@@H](F)O1.CC(C)=O. As for the charge: 0. Its orbital gap is 7.74 eV.